No. 1
Formula: C6H23BBaF4N5O5
Source: the OMol25 dataset
Level of theory: ωB97M-V/def2-TZVPD

Output
Multiplicity ... 1
Net charge ... +1
Kohn-Sham gap ... 9.79 eV
Max |F| ... 5.61 eV/Å

```
45
C6H23BBaF4N5O5 ωB97M-V/def2-TZVPD
Ba -26.695 27.367 23.574
B -28.055 25.461 21.253
F -29.313 25.993 20.993
F -27.985 25.338 22.645
F -27.882 24.193 20.771
F -27.034 26.278 20.897
C -24.793 24.202 23.285
O -24.776 25.383 22.949
N -25.876 23.515 23.057
N -23.785 23.503 23.649
H -26.761 23.886 22.740
H -25.953 22.622 23.521
H -23.804 22.495 23.588
H -22.871 23.934 23.636
C -27.474 30.901 24.660
O -27.234 29.726 24.846
N -28.620 31.467 24.738
N -26.531 31.813 24.524
H -29.512 31.034 24.931
H -28.658 32.476 24.728
H -25.606 31.449 24.703
H -26.834 32.749 24.299
C -23.158 29.373 20.569
C -24.428 29.183 21.373
C -25.664 29.072 20.500
O -26.827 29.283 21.348
C -28.023 29.215 20.655
N -24.348 28.061 22.247
H -22.438 29.902 21.192
H -23.289 30.057 19.731
H -22.832 28.367 20.302
H -24.437 29.944 22.154
H -25.706 28.031 20.179
H -25.606 29.756 19.653
H -28.269 28.205 20.327
H -27.959 29.828 19.756
H -28.764 29.679 21.306
H -23.482 28.032 22.766
H -24.383 27.137 21.842
O -24.474 27.810 25.366
H -23.590 28.174 25.306
H -24.732 27.957 26.276
O -26.646 25.675 25.610
H -27.430 25.513 26.136
H -26.056 24.954 25.831
```



No. 2
Formula: C6H23BBaF4N5O5
Source: the OMol25 dataset
Level of theory: ωB97M-V/def2-TZVPD

Output
Multiplicity ... 1
Net charge ... +1
Kohn-Sham gap ... 7.28 eV
Max |F| ... 5.97 eV/Å

```
45
C6H23BBaF4N5O5 ωB97M-V/def2-TZVPD
Ba 21.878 -31.008 -24.550
B 20.454 -26.997 -26.721
F 20.484 -27.257 -28.087
F 21.703 -27.405 -26.239
F 20.367 -25.668 -26.415
F 19.535 -27.731 -26.048
C 22.095 -26.690 -21.026
O 21.421 -27.658 -21.365
N 22.477 -25.854 -21.949
N 22.294 -26.288 -19.827
H 22.381 -25.985 -22.946
H 23.196 -25.192 -21.694
H 22.563 -25.333 -19.639
H 21.836 -26.779 -19.073
C 21.992 -36.445 -26.392
O 22.444 -35.455 -25.855
N 22.273 -36.874 -27.565
N 21.264 -37.339 -25.750
H 22.884 -36.448 -28.248
H 21.960 -37.798 -27.827
H 21.222 -37.170 -24.755
H 20.873 -38.088 -26.304
C 15.863 -32.452 -22.428
C 17.068 -32.436 -23.347
C 16.749 -31.878 -24.721
O 17.830 -32.260 -25.617
C 17.645 -31.812 -26.914
N 18.167 -31.731 -22.779
H 16.004 -33.248 -21.698
H 14.950 -32.761 -22.936
H 15.831 -31.460 -21.976
H 17.524 -33.425 -23.305
H 16.806 -30.794 -24.620
H 15.764 -32.203 -25.056
H 17.755 -30.732 -27.012
H 16.633 -32.054 -27.241
H 18.328 -32.401 -27.526
H 18.343 -31.989 -21.818
H 18.111 -30.724 -22.721
O 22.944 -33.044 -20.836
H 22.476 -33.453 -20.108
H 23.793 -33.486 -20.854
O 25.405 -29.752 -23.075
H 26.188 -29.711 -23.624
H 25.626 -29.231 -22.303
```



No. 3
Formula: C6H23NO5
Source: the OMol25 dataset
Level of theory: ωB97M-V/def2-TZVPD

Output
Multiplicity ... 1
Structure (SMILES) ... CCCNC[C@@H](C)O.O.O.O.O
Net charge ... 0
Kohn-Sham gap ... 9.37 eV
Max |F| ... 1.94 eV/Å

```
35
C6H23NO5 ωB97M-V/def2-TZVPD
C 0.699 -1.156 -3.116
C 1.144 0.127 -2.396
C 0.022 0.609 -1.467
N 0.158 -0.094 -0.185
C -0.858 0.313 0.808
C -0.180 1.216 1.855
C -0.754 2.611 1.922
O -0.209 0.525 3.140
H 0.120 -0.882 -4.002
H 1.515 -1.827 -3.368
H -0.064 -1.702 -2.570
H 2.052 -0.065 -1.829
H 1.303 0.933 -3.108
H -1.003 0.512 -1.844
H 0.163 1.671 -1.248
H 0.163 -1.103 -0.293
H -1.665 0.888 0.339
H -1.316 -0.567 1.233
H 0.886 1.256 1.701
H -0.866 3.030 0.920
H -1.836 2.529 2.138
H -0.324 3.200 2.720
H -1.004 0.804 3.613
O 1.076 -1.859 2.345
H 0.720 -1.542 3.183
H 1.100 -1.072 1.785
O -2.177 -2.347 -1.026
H -1.885 -3.260 -0.964
H -2.293 -1.983 -0.147
O 1.457 3.632 -1.037
H 2.015 2.999 -1.479
H 1.711 3.661 -0.136
O -0.233 -3.526 0.653
H 0.003 -3.359 1.579
H 0.363 -4.175 0.284
```



LUMO level in eV, matching the order above: -2.79; -4.80; 0.64